The following is a quantum chemistry calculation of an isolated molecule of C16H20N4O2, from OMol25.

Geometry as XYZ:
```
42
Properties=species:S:1:pos:R:3:nbo_charge:R:1
C -4.41 -0.73 -0.07 -0.205
O -0.64 2.90 -0.56 -0.583
C 1.39 1.69 -1.18 -0.406
C 2.63 2.12 1.03 -0.408
C -3.36 -1.63 -0.18 -0.224
H 2.68 -3.04 1.25 0.197
H 3.28 -2.29 -0.24 0.222
N -0.47 0.63 -0.27 -0.253
O 2.58 -0.42 -1.53 -0.577
H -5.42 -1.09 -0.05 0.208
C 1.63 0.20 -1.10 0.693
C 3.89 1.27 1.17 -0.613
H 2.74 3.00 1.67 0.214
H 3.88 0.45 0.45 0.214
H -3.54 -2.69 -0.23 0.222
C 0.88 -3.99 -0.21 -0.402
H 1.72 -4.53 -0.66 0.200
C 0.20 -1.70 -0.25 0.614
H 3.34 2.57 -0.95 0.218
C 2.47 -2.29 0.49 -0.402
H -0.01 -4.11 -0.83 0.239
N -1.02 -2.10 -0.20 -0.563
H -2.65 2.15 0.03 0.249
N 1.21 -2.59 -0.14 -0.399
C 2.39 2.57 -0.42 -0.378
C -5.29 1.61 0.17 -0.624
N 0.54 -0.34 -0.46 -0.307
C -2.05 -1.18 -0.21 0.175
H 3.97 0.86 2.17 0.208
H 1.40 2.00 -2.23 0.269
H -5.50 1.78 1.23 0.219
H 4.77 1.87 0.98 0.207
C -4.16 0.64 0.02 -0.020
C -0.02 1.87 -0.64 0.676
H -6.20 1.23 -0.30 0.215
C -1.81 0.20 -0.15 0.088
H 0.67 -4.41 0.78 0.192
H -5.04 2.57 -0.27 0.218
H 2.44 -1.32 0.97 0.207
H 1.98 3.58 -0.43 0.234
C -2.85 1.10 -0.02 -0.227
H 1.76 1.57 1.40 0.193
```

Computed properties:
HOMO-LUMO gap, eV: 7.998
HOMO energy, eV: -7.45
Electronic energy, eV: -26972.0093
Energy above the lowest of the compared OMol25 structures with the same formula, charge and spin, kJ/mol: 169.1
Lowest unoccupied orbital energy, eV: 0.55